DFT (the ωB97M-V functional and the def2-TZVPD basis) results for a molecular structure, C27H29F5LaN2O5S at a distorted geometry.

Geometry as XYZ:
```
70
Properties=species:S:1:pos:R:3:forces:R:3:mulliken_charge:R:1
La 0.117426 -0.113214 -0.622416 -0.8 0.3 -0.5 1.955
C 1.101074 -0.358305 -4.155668 -0.1 0.5 0.0 -0.955
C 0.054552 0.754427 -4.263258 0.3 -0.6 0.0 -0.450
O -0.086609 1.348447 -2.977650 0.1 -0.4 0.0 0.024
C -1.144223 2.296670 -2.879760 -0.5 0.2 0.4 -0.676
C -2.514814 1.607807 -2.753420 0.5 0.3 -0.1 -0.751
O -2.360465 0.551930 -1.807281 0.0 -0.2 -0.2 0.220
C -3.391286 -0.426672 -1.800387 0.2 -0.6 0.1 -0.844
C -2.896331 -1.743651 -2.418658 -0.2 0.5 0.1 -0.619
O -1.648035 -2.078392 -1.811080 0.0 0.4 0.1 -0.159
C -0.863395 -3.016682 -2.538328 0.5 0.0 -0.3 -0.873
C -0.116668 -2.363779 -3.708368 -0.3 -0.2 0.3 -0.535
O 0.719763 -1.333182 -3.189887 -0.4 0.1 0.3 -0.143
H 2.042352 0.071093 -3.800063 0.0 -0.1 -0.1 0.302
H 1.255987 -0.825519 -5.134863 0.1 0.1 0.1 0.463
H -0.897038 0.328169 -4.601555 0.0 0.1 0.0 0.297
H 0.386948 1.501987 -4.990572 0.0 0.0 0.0 0.436
H -1.131884 2.979040 -3.736333 0.0 -0.1 0.1 0.438
H -0.936793 2.851884 -1.959577 -0.1 0.0 -0.2 0.168
H -2.841030 1.217296 -3.728028 0.0 -0.1 0.2 0.490
H -3.258056 2.327117 -2.384703 0.1 -0.1 -0.1 0.359
H -4.273789 -0.078669 -2.342857 0.0 0.0 0.1 0.465
H -3.658701 -0.599306 -0.752964 -0.1 0.0 -0.1 0.206
H -2.782301 -1.624666 -3.501619 0.1 0.0 0.1 0.367
H -3.630821 -2.537169 -2.231914 0.1 0.1 0.0 0.438
H -1.471398 -3.849687 -2.909437 0.0 0.1 0.1 0.386
H -0.138675 -3.396450 -1.813194 0.0 -0.1 -0.1 0.305
H -0.844418 -1.947895 -4.417923 0.2 0.0 0.0 0.414
H 0.500326 -3.110177 -4.226942 -0.2 0.1 0.1 0.446
F 3.555627 5.933535 1.325616 -0.2 -0.1 0.0 -0.290
C 2.523393 5.105359 1.168117 -0.3 -0.2 0.0 0.682
C 2.601632 4.043429 0.273851 0.0 0.0 -0.1 -0.426
F 3.702518 3.843025 -0.453051 0.0 0.1 0.1 -0.358
C 1.522917 3.190577 0.135141 -0.4 0.0 0.3 -0.082
F 1.622100 2.142808 -0.767170 0.0 0.3 0.3 -0.231
C 0.340108 3.317411 0.866302 0.8 0.6 0.1 0.680
S -0.975466 2.221573 0.683734 -0.4 -0.5 0.0 -0.510
C 0.282713 4.409790 1.751338 0.2 -0.4 -0.3 0.132
F -0.816999 4.603098 2.481510 0.2 0.0 -0.1 -0.328
C 1.347663 5.285531 1.900302 0.1 0.0 -0.1 0.266
F 1.252820 6.299962 2.756207 0.1 -0.1 -0.1 -0.277
C 2.324186 -1.227423 -0.346726 0.4 -0.2 0.0 -1.940
C 3.033577 -0.630458 0.810181 0.2 -0.1 -0.1 0.851
C 2.974298 -1.206711 2.086216 -0.2 0.2 -0.2 -0.209
C 3.656089 -0.650951 3.149960 0.1 0.1 0.2 -0.763
C 4.412958 0.496132 2.973014 0.1 0.0 0.1 -0.549
C 4.493182 1.077637 1.716857 0.0 0.0 0.1 -0.639
C 3.827397 0.514524 0.646707 -0.4 0.0 0.0 -0.393
H 2.246568 -2.314348 -0.205570 -0.1 0.0 -0.2 0.659
H 2.911967 -1.049951 -1.259168 -0.1 -0.1 0.0 0.575
H 2.396654 -2.110875 2.235697 0.0 -0.1 0.0 0.304
H 3.618897 -1.122676 4.121498 0.0 0.0 0.1 0.403
H 4.955508 0.919545 3.802830 0.0 0.1 0.1 0.416
H 5.089499 1.966132 1.572706 0.1 0.1 0.0 0.485
H 3.916603 0.957007 -0.337443 0.0 0.0 -0.1 0.361
N -2.592387 -3.784066 5.689410 0.1 -0.2 0.1 -0.285
C -3.072812 -2.686764 5.071195 0.0 -0.1 0.1 0.225
O -4.039965 -2.078307 5.467149 -0.1 0.2 0.0 -0.601
C -2.352083 -2.246011 3.820236 0.1 0.3 -0.5 1.092
C -2.899231 -1.170040 3.124647 0.0 -0.2 0.1 -1.105
C -2.295588 -0.721699 1.966213 -0.2 0.1 0.1 -0.440
N -1.188359 -1.277769 1.462425 0.1 0.0 -0.1 0.340
C -0.664870 -2.308734 2.130563 0.2 -0.2 -0.1 -0.851
C -1.197140 -2.821117 3.300508 -0.2 0.2 0.0 -0.725
H -3.058404 -4.089542 6.529063 0.0 0.0 0.0 0.248
H -1.784889 -4.290221 5.375988 -0.1 0.0 0.0 0.142
H -3.789113 -0.703147 3.515431 -0.1 0.1 0.0 0.523
H -2.708389 0.127679 1.432072 0.1 0.0 0.0 0.606
H 0.229277 -2.750414 1.706232 0.0 0.0 0.0 0.582
H -0.694152 -3.645982 3.778918 0.1 -0.1 0.0 0.253
```
Positions in Å, forces in eV/Å.

Summary:
- energy (a.u.) = -2460.90278
- relative energy (zero: lowest compared OMol25 entry of this formula, charge and spin) (kcal per mole) = 11.4
- gap between HOMO and LUMO (eV) = 6.77
- net charge = +1